27
Properties=species:S:1:pos:R:3:lowdin_charge:R:1 method="wB97M-V/def2-TZVPD" spin_multiplicity=1 energy_ha=-2542.1728 orbital_gap_ev=8.880 total_charge=0 de_lowest_kj_mol=0.0
Zn -7.6693 3.4118 -4.8616 0.711
C -11.6889 3.1864 -5.1813 -0.001
C -10.2086 3.4265 -5.0670 -0.679
O -9.5847 3.3024 -3.9806 -0.046
O -9.5233 3.6242 -6.1187 -0.063
H -12.2131 4.0546 -5.5784 0.080
H -12.0889 2.9461 -4.1941 0.080
H -11.9395 2.3365 -5.8131 0.082
C -4.8694 2.9167 -1.8849 0.003
C -5.8322 3.2861 -2.9802 -0.702
O -7.0663 3.3568 -2.7288 -0.076
O -5.4506 3.5000 -4.1680 -0.060
H -5.2983 3.3165 -0.9660 0.081
H -3.8649 3.2954 -2.0326 0.077
H -4.8949 1.8271 -1.8317 0.084
O -6.7195 3.6608 -6.7441 -0.031
H -6.2276 3.0209 -7.2712 0.086
H -6.6654 4.4920 -7.2264 0.081
O -8.5074 0.9519 -2.4324 -0.069
H -8.4112 1.9250 -2.4936 0.006
H -7.8998 0.6954 -1.7303 0.042
O -7.4348 5.5001 -4.9250 -0.015
H -6.6401 6.0477 -4.9049 0.091
H -8.1817 6.1088 -5.0094 0.095
O -7.3578 1.3601 -5.0406 -0.013
H -7.4150 0.7817 -4.2564 0.070
H -7.1329 0.7915 -5.7842 0.086